Entry 1:
DFT (wB97M-V/def2-TZVPD) results for a cluster of 2 separate species, C5H14 in total at a distorted geometry.

* largest force on an atom: 0.034 hartree/bohr
* HOMO energy: -11.289 eV
* frontier orbital gap: 12.42 eV
* calculated total energy: -5411.6465 eV
* E_LUMO: 1.128 eV

CARTESIAN COORDINATES (ANGSTROEM)
C1 -0.184154 -0.950621 -1.001818
C2 0.674909 -1.984599 -0.257615
C3 0.680377 2.209663 2.276457
C4 -0.923166 -1.598914 -2.198493
C5 -0.293320 2.210812 1.083905
H1 -1.017242 -0.680751 -0.348061
H2 0.333510 -0.037859 -1.275933
H3 1.050033 3.201412 2.515511
H4 1.509952 1.517448 2.148359
H5 -0.699385 3.206419 0.938610
H6 0.132891 1.854401 3.147064
H7 1.623692 -2.136048 -0.761862
H8 0.134489 -2.931216 -0.283200
H9 -1.932658 -1.938425 -2.003325
H10 -0.949920 -0.913633 -3.042043
H11 -0.359064 -2.466414 -2.555741
H12 0.319345 1.999479 0.198139
H13 -1.093486 1.480940 1.040958
H14 0.806248 -1.694443 0.779852

Atoms 1-2, force components in eV/Å:
C -1.438 -0.977 0.214
C -0.559 0.403 -0.390


Entry 2:
DFT (wB97M-V/def2-TZVPD) results for a cluster of 5 separate species, C14H28N10O7 in total at a distorted geometry.

* largest force on an atom: 0.138 hartree/bohr
* HOMO energy: -8.794 eV
* frontier orbital gap: 8.60 eV
* calculated total energy: -44207.6744 eV
* E_LUMO: -0.199 eV

CARTESIAN COORDINATES (ANGSTROEM)
O1 1.687049 -2.477802 -0.927434
O2 -0.025625 4.212978 5.359176
O3 -1.124202 -0.328429 2.180225
O4 4.432877 2.991556 3.608634
O5 -3.790198 -6.638153 -2.747753
O6 -2.854958 -2.991867 -2.046536
O7 -3.285924 -0.833261 -2.072527
N1 -1.230629 1.936909 2.152933
N2 1.641464 0.160425 -2.576586
N3 1.849032 2.949769 5.302170
N4 3.605811 3.843519 1.680900
N5 -0.818002 0.825655 4.105872
N6 -5.807056 -6.527941 -3.780911
N7 5.295163 2.293414 1.634502
N8 -4.579786 -4.623671 -3.415740
N9 1.832384 4.930719 6.447746
N10 -1.125950 -1.458358 -1.354467
C1 -1.061768 0.741719 2.774481
C2 1.145396 4.041783 5.682850
C3 -0.686721 -2.173253 -0.109236
C4 1.038605 -2.613707 -2.195086
C5 1.115352 2.324932 -3.857837
C6 1.916095 1.417642 -3.057992
C7 0.374956 -0.164889 -2.995985
C8 4.444275 3.039377 2.389144
C9 -4.664828 -5.970427 -3.278607
C10 0.857477 -1.846050 0.060875
C11 -0.219421 1.904349 -4.317600
C12 -0.568498 0.559840 -3.822396
C13 -0.129559 -1.586641 -2.476380
C14 -2.489784 -1.834875 -1.838305
H1 -0.709886 -2.007706 -3.353480
H2 1.368058 2.274568 4.733428
H3 -1.203632 -1.670685 0.758466
H4 2.789480 4.808073 6.721645
H5 1.146649 -2.215711 1.081540
H6 2.941297 1.797562 -2.775334
H7 -0.687284 -0.037333 4.605109
H8 -0.918144 2.486378 -4.958392
H9 3.597916 3.898374 0.679631
H10 -3.747149 -4.169227 -3.055118
H11 1.038275 -0.729761 -0.035176
H12 0.664041 -3.654832 -2.411638
H13 -1.175385 -0.458211 -1.096341
H14 1.339916 5.753781 6.748353
H15 5.320429 2.317825 0.632275
H16 -6.538068 -6.001284 -4.220360
H17 -1.414590 1.919102 1.164915
H18 1.507792 3.335863 -4.125751
H19 -5.905819 -7.524282 -3.697353
H20 -1.182817 2.822863 2.624916
H21 -0.923206 -3.266394 -0.108340
H22 2.961847 4.409912 2.206053
H23 -5.289031 -4.062818 -3.849068
H24 -0.763913 1.696171 4.609564
H25 1.829324 -2.404187 -2.978441
H26 2.807577 2.783006 5.550222
H27 -1.556527 0.107042 -4.083336
H28 5.929823 1.686644 2.123879

Atoms 1-2, force components in eV/Å:
O -1.062 -0.163 -0.044
O -0.076 -0.082 -0.107


Entry 3:
DFT (wB97M-V/def2-TZVPD) results for a cluster of 3 separate species, C27H43F3O11P2 in total at a distorted geometry.

* largest force on an atom: 0.172 hartree/bohr
* HOMO energy: -9.464 eV
* frontier orbital gap: 8.36 eV
* calculated total energy: -77946.4078 eV
* E_LUMO: -1.102 eV

CARTESIAN COORDINATES (ANGSTROEM)
P1 4.039875 8.823543 2.686124
P2 1.191756 1.092544 2.314646
F1 -1.644178 -3.926285 -0.359657
F2 -0.249217 -5.415155 -1.350152
F3 -0.462768 -5.330909 0.855148
O1 0.533726 1.102374 0.763312
O2 -1.462628 -8.356688 -2.519175
O3 4.107565 10.417499 3.229993
O4 -4.834621 -8.009847 -7.565799
O5 5.456151 9.070725 1.884145
O6 1.967134 0.944640 3.605038
O7 0.604852 2.613371 2.539091
O8 -0.150348 0.251192 2.803771
O9 3.730611 7.427068 2.194415
O10 -3.836585 -5.753293 -6.169433
O11 4.692265 8.370176 4.140088
C1 -3.266868 -10.910744 -5.649253
C2 5.263895 6.038683 4.480333
C3 -2.770860 -10.219487 -4.447957
C4 -3.780659 -6.542179 -5.257853
C5 -3.445998 -6.057051 -1.328581
C6 -2.274727 -6.305384 -0.310388
C7 -3.240829 -6.669576 -2.749544
C8 3.090214 10.860398 4.148111
C9 -6.154871 -7.687537 -7.087809
C10 -3.645821 -8.092585 -5.433861
C11 5.014494 10.826806 0.260770
C12 -4.168171 -8.783458 -6.609090
C13 -0.039868 -0.771116 3.792563
C14 0.641507 -0.100320 -0.022409
C15 -1.156481 -5.205816 -0.351436
C16 5.412859 9.380219 0.495127
C17 -0.529766 -1.040183 0.213489
C18 1.695248 4.009932 0.871786
C19 1.479875 3.721341 2.346505
C20 -0.418290 -0.239552 5.161701
C21 -2.451373 -7.951180 -3.087249
C22 -2.953131 -8.785454 -4.318681
C23 -3.974033 -10.223574 -6.733170
C24 -7.162999 -8.907003 -7.170724
C25 3.477742 10.598669 5.594775
C26 -3.848127 -6.037254 -3.795979
C27 4.279998 7.156223 4.768496
H1 2.985235 11.936101 3.996981
H2 0.116966 0.679074 5.404773
H3 6.219974 6.242244 4.967813
H4 -4.446271 -6.373801 -0.916615
H5 -3.132966 -12.012850 -5.791620
H6 6.415396 9.208893 0.099068
H7 5.119116 11.090815 -0.793557
H8 1.594264 -0.599017 0.175384
H9 -0.655259 -1.720013 -0.630606
H10 2.433789 3.539910 2.851808
H11 -0.208483 -0.981275 5.935422
H12 2.130786 10.395333 3.905580
H13 -0.359982 -1.656633 1.094858
H14 2.258763 3.202551 0.396695
H15 -4.452773 -5.116418 -3.594477
H16 1.010825 4.584435 2.822397
H17 -6.527269 -6.798861 -7.661673
H18 -1.457302 -0.488089 0.368532
H19 3.975111 10.995693 0.553830
H20 -6.910533 -9.614541 -6.330686
H21 -0.730709 -1.572577 3.515231
H22 -7.103230 -9.446716 -8.146501
H23 0.960859 -1.206663 3.793739
H24 -2.724457 -6.215212 0.720743
H25 5.471878 5.943123 3.413856
H26 4.249504 7.338279 5.846489
H27 5.631508 11.499486 0.858551
H28 -2.269096 -10.813589 -3.653661
H29 0.740592 4.087950 0.348733
H30 3.229022 9.579085 5.885133
H31 -6.165216 -7.368039 -6.003296
H32 -1.812188 -7.318503 -0.352402
H33 -4.359736 -10.737913 -7.643829
H34 2.251457 4.940112 0.737924
H35 0.641448 0.212925 -1.067869
H36 -3.543915 -4.942843 -1.476819
H37 4.729751 8.698592 -0.021658
H38 4.548173 10.735627 5.749518
H39 -1.483238 0.002240 5.191862
H40 -8.207534 -8.546197 -6.963918
H41 4.882502 5.083932 4.848790
H42 2.930485 11.263881 6.266596
H43 3.266205 6.885694 4.467658

Atoms 1-2, force components in eV/Å:
P 8.137 -2.065 2.728
P -7.399 2.305 3.972


Entry 4:
DFT (wB97M-V/def2-TZVPD) results for an isolated molecule of C19H17BF3NO4 at a distorted geometry.

* largest force on an atom: 0.054 hartree/bohr
* HOMO energy: -8.012 eV
* frontier orbital gap: 8.42 eV
* calculated total energy: -38491.2268 eV
* E_LUMO: 0.405 eV

CARTESIAN COORDINATES (ANGSTROEM)
F1 -2.374413 1.497288 3.757082
F2 -1.082474 1.805725 1.975231
F3 -3.277287 1.507422 1.700420
O1 -0.331079 -1.907914 -3.896242
O2 -0.281454 -1.478084 -1.199375
O3 3.306267 2.807369 -0.588538
O4 0.325366 -0.178912 -5.478300
N1 -0.723623 0.510926 -2.145257
C1 2.928344 2.165812 -1.730846
C2 1.486070 0.040293 0.794839
C3 -2.023088 -0.351722 2.289634
C4 -1.827303 -3.055799 2.197140
C5 -1.822814 -2.449065 3.422712
C6 2.233111 1.006876 -1.442617
C7 1.431692 0.337088 2.125723
C8 -2.013450 -0.960305 1.043381
C9 -2.196626 1.176326 2.439152
C10 2.126460 1.441787 2.673211
C11 2.747662 2.114419 0.468026
C12 -0.960397 -0.449434 -1.209645
C13 2.821421 2.297693 1.842959
C14 0.409283 0.443150 -3.047315
C15 -1.931820 -2.331002 1.041013
C16 1.692755 0.020940 -2.412050
C17 -2.072369 -0.191013 -0.258350
C18 2.108579 0.959851 -0.056812
C19 -1.952705 -1.089252 3.458029
B1 0.109028 -0.650868 -4.216076
H1 -0.370264 -1.944418 -2.938792
H2 2.414985 -0.180197 -3.224082
H3 0.529783 1.356040 -3.632781
H4 0.873227 -0.334811 2.751584
H5 3.387187 3.151886 2.190988
H6 2.151101 1.629958 3.738219
H7 -1.200724 1.415983 -2.135801
H8 -1.814528 -2.826926 0.094635
H9 3.145134 2.489490 -2.735949
H10 -2.034072 -0.555155 4.403999
H11 0.986952 -0.811945 0.366885
H12 -1.708193 -3.036792 4.297836
H13 -2.999796 -0.324977 -0.790004
H14 -2.144876 0.890015 -0.041068
H15 0.151023 -0.888383 -6.125036
H16 -1.735695 -4.126054 2.129788
H17 1.513620 -0.943309 -1.897548

Atoms 1-2, force components in eV/Å:
F -0.070 0.570 -1.580
F -1.311 0.368 0.382


Entry 5:
DFT (wB97M-V/def2-TZVPD) results for a structure of composition C3HMnO2 at a distorted geometry.

* largest force on an atom: 0.120 hartree/bohr
* HOMO energy (alpha / beta): -16.935 / -16.401 eV
* spin multiplicity: 7
* ⟨S²⟩: 12.0087
* frontier orbital gap (alpha / beta): 3.90 / 3.15 eV
* calculated total energy: -38515.0778 eV
* total charge: +2
* E_LUMO (alpha / beta): -13.039 / -13.251 eV

CARTESIAN COORDINATES (ANGSTROEM)
Mn1 -2.377517 -2.720792 2.022536
O1 -1.040822 -2.077488 0.816014
O2 0.585369 -1.361491 -0.665191
C1 0.852992 1.489681 -0.676672
C2 1.007437 2.688680 -0.751577
C3 -0.186551 -1.771879 0.076126
H1 1.159092 3.753290 -0.821236

Atoms 1-2, force components in eV/Å:
Mn -0.250 -0.078 0.226
O -2.015 -1.041 1.975


Entry 6:
DFT (wB97M-V/def2-TZVPD) results for a structure of composition C24H27N10PReS3 at a distorted geometry.

* largest force on an atom: 0.031 hartree/bohr
* HOMO energy (alpha / beta): -12.756 / -12.763 eV
* spin multiplicity: 2
* ⟨S²⟩: 1.1104
* frontier orbital gap (alpha / beta): 5.59 / 6.23 eV
* calculated total energy: -84143.1280 eV
* total charge: +2
* E_LUMO (alpha / beta): -7.168 / -6.533 eV

CARTESIAN COORDINATES (ANGSTROEM)
Re1 -0.569648 0.023696 -0.598739
S1 0.308022 2.243987 2.951388
S2 -4.493272 -0.047021 -3.169981
S3 -0.625650 2.341210 -0.462347
P1 0.381086 -2.278321 2.009875
N1 1.115971 4.458562 4.152310
N2 -1.612180 -0.839902 3.421333
N3 -1.418848 -0.247007 1.323659
N4 -0.359647 4.765308 2.440585
N5 0.282391 0.521824 -2.567748
N6 1.305497 -0.190160 0.371896
N7 -2.264230 -0.035022 -1.532564
N8 -0.590213 -2.168535 -0.613633
N9 2.867787 -1.000712 1.666732
N10 -0.661543 -4.197174 0.203332
C1 -2.555208 0.125770 3.188192
C2 1.734101 -1.439685 -2.825537
C3 -1.216197 -4.251404 -1.051038
C4 3.565427 -1.816845 2.665812
C5 0.971504 -0.277138 -3.383313
C6 -0.197268 2.003203 -4.442309
C7 -0.297774 -2.922689 0.443056
C8 0.359534 3.915132 3.191121
C9 -0.499005 -5.356255 1.085372
C10 0.437638 1.078302 -5.297405
C11 2.447518 0.548092 0.175367
C12 1.050525 -0.017474 -4.766074
C13 -0.733887 2.674830 -2.171159
C14 -1.172229 -2.987445 -1.550948
C15 -1.273122 4.126229 -4.030414
C16 -3.233277 -0.038521 -2.237957
C17 -0.227439 1.705771 -3.070885
C18 -1.394254 -1.491072 4.714077
C19 3.423754 0.047163 0.976933
C20 -1.229018 3.867932 -2.651179
C21 1.585530 -1.123765 1.279722
C22 -0.760268 3.213189 -4.911037
C23 -2.426953 0.491597 1.886242
C24 -0.939306 -1.051224 2.271190
H1 1.212712 -1.920922 -2.006026
H2 -1.407588 -0.738414 5.497213
H3 -1.601828 -5.168133 -1.466507
H4 1.596260 -0.709794 -5.391884
H5 -2.175231 -2.223022 4.906468
H6 -1.689523 5.058268 -4.389374
H7 -0.428217 -1.984490 4.719969
H8 0.115390 -6.107072 0.594995
H9 2.479354 1.382166 -0.504890
H10 -1.472436 -5.782915 1.313561
H11 -2.970147 1.230563 1.323669
H12 -0.017168 -5.049838 2.008851
H13 3.254795 -1.537955 3.670159
H14 -1.600394 4.604622 -1.948879
H15 4.631934 -1.646690 2.565528
H16 0.467999 1.267136 -6.364321
H17 -0.319766 5.762311 2.564759
H18 -3.225624 0.466617 3.958901
H19 -0.883285 4.389329 1.672069
H20 -0.757599 3.411752 -5.975475
H21 2.692998 -1.078187 -2.443776
H22 1.635206 3.851241 4.758844
H23 4.443244 0.358335 1.130538
H24 1.938527 -2.174745 -3.601232
H25 1.143550 5.449238 4.325015
H26 -1.511099 -2.613085 -2.502548
H27 3.362070 -2.870751 2.500428

Atoms 1-2, force components in eV/Å:
Re -0.132 1.583 -0.029
S 0.095 0.026 -0.054


Entry 7:
DFT (wB97M-V/def2-TZVPD) results for the ion C2H7N2P2 with charge +1.

* largest force on an atom: 0.018 hartree/bohr
* HOMO energy: -13.356 eV
* frontier orbital gap: 8.82 eV
* calculated total energy: -23737.6624 eV
* total charge: +1
* E_LUMO: -4.540 eV

CARTESIAN COORDINATES (ANGSTROEM)
P1 0.895255 0.643791 -0.124911
P2 -0.779063 1.809868 -0.120183
N1 2.317923 1.318409 0.346570
N2 1.312557 -0.921064 -0.413265
C1 -2.649299 -0.178987 0.457801
C2 -2.026396 0.522084 -0.478586
H1 3.197490 1.004565 -0.047492
H2 -2.325214 0.428783 -1.515768
H3 2.310120 2.301085 0.579217
H4 -3.431807 -0.878315 0.212008
H5 2.174026 -1.306929 -0.042348
H6 0.618962 -1.605024 -0.678144
H7 -2.416228 -0.081399 1.507046

Atoms 1-2, force components in eV/Å:
P 0.546 -0.080 0.264
P 0.689 -0.636 -0.113


Entry 8:
DFT (wB97M-V/def2-TZVPD) results for a structure of composition C9H14N4O8P2PtS at a distorted geometry.

* largest force on an atom: 0.268 hartree/bohr
* HOMO energy (alpha / beta): -7.396 / -7.303 eV
* frontier orbital gap (alpha / beta): 6.14 / 6.02 eV
* calculated total energy: -64556.4739 eV
* E_LUMO (alpha / beta): -1.257 / -1.282 eV

CARTESIAN COORDINATES (ANGSTROEM)
Pt1 -0.681089 -0.355517 -0.668706
S1 -0.881428 0.526599 -2.867608
P1 -1.867879 2.433584 -0.315361
P2 -1.041917 1.055303 1.866565
O1 -0.242184 3.600396 1.459290
O2 -1.421719 3.338272 -1.568843
O3 -1.789606 -1.580396 -1.053716
O4 0.028834 0.802959 3.041171
O5 -2.178556 1.044834 -0.779179
O6 -1.486600 -0.200918 1.189688
O7 -2.846131 3.224890 0.516383
O8 -2.209279 1.780934 2.691002
N1 0.313825 -1.692084 0.663374
N2 1.030308 -1.237894 -3.105491
N3 0.743483 -1.313073 -1.740796
N4 0.343833 -0.133408 -5.055802
C1 0.259603 -0.401586 -3.719408
C2 0.749128 -2.766304 2.794508
C3 1.770991 -3.516623 2.240915
C4 1.316135 -2.451607 0.181256
C5 2.068396 -3.363699 0.900885
C6 1.505414 -2.204493 -1.221646
C7 0.052849 -1.877190 1.986117
C8 -0.337283 2.350477 0.762327
C9 0.952730 1.988650 0.056708
H1 -2.182581 3.393597 -2.167996
H2 -2.760286 2.326823 2.061626
H3 0.487750 -2.865835 3.840293
H4 1.765985 1.875162 0.778389
H5 1.303582 -0.185148 -5.365263
H6 1.241977 2.775758 -0.642745
H7 2.252389 -2.768430 -1.784788
H8 -0.301866 0.099771 3.620042
H9 -1.166611 3.925627 1.459668
H10 -0.090783 0.768880 -5.202148
H11 2.855703 -3.933385 0.427387
H12 2.328265 -4.218221 2.851361
H13 -0.741735 -1.289409 2.377821
H14 0.856351 1.042706 -0.507282

Atoms 1-2, force components in eV/Å:
Pt 10.006 3.642 -8.749
S -1.184 0.638 0.788